[1]
Computed, not measured: a molecular structure, C30H37FN6O2S4Ta, with the ωB97M-V functional and the def2-TZVPD basis.

Element x y z (Å)
Ta 0.641737 -1.184711 -0.105509
C 0.762416 1.709578 3.224681
C -0.034709 1.820566 1.958475
N -1.156953 1.216492 1.879718
N -1.932383 1.534420 0.791810
C -2.292935 0.685593 -0.066541
S -1.857276 -1.021664 -0.295797
S -3.462083 1.160298 -1.323086
C -3.341490 2.956656 -1.224835
C -2.406912 3.619835 -2.208559
C -2.245326 5.000939 -2.111272
C -1.413216 5.681296 -2.982201
C -0.717798 4.988513 -3.966145
C -0.873126 3.617340 -4.069352
C -1.716441 2.939795 -3.198452
C 0.487556 2.619939 0.822316
C 0.625784 4.000954 0.878494
C 0.971632 4.718778 -0.257769
C 1.192247 4.064064 -1.460693
C 1.104014 2.679575 -1.533603
C 0.760250 1.988143 -0.388663
O 0.718320 0.622176 -0.399046
H 0.104108 1.730955 4.091139
H 1.482888 2.522047 3.299874
H 1.322978 0.772557 3.240556
H -3.026743 3.183005 -0.205905
H -4.357178 3.339126 -1.342157
H -2.782512 5.546616 -1.345326
H -1.307753 6.754044 -2.896429
H -0.071567 5.518375 -4.652366
H -0.343225 3.069650 -4.838394
H -1.857999 1.872496 -3.303573
H 0.439289 4.515887 1.811766
H 1.059471 5.794704 -0.205808
H 1.435225 4.628709 -2.349888
H 1.301973 2.145861 -2.452324
C 3.178420 -3.614726 -3.104125
C 2.288019 -2.630629 -2.429386
N 2.458285 -2.171944 -1.239590
N 3.562102 -2.646680 -0.582595
C 3.768012 -2.057610 0.558610
N 4.836342 -2.439106 1.279372
S 2.787443 -0.796738 1.231596
C 1.143487 -2.062733 -3.148255
C 0.937402 -2.284368 -4.500917
C -0.093685 -1.618425 -5.141413
C -0.874455 -0.742774 -4.410828
C -0.631256 -0.600113 -3.055913
N 0.347160 -1.256568 -2.422873
H 3.995951 -3.897650 -2.452479
H 3.584822 -3.191630 -4.023260
H 2.603023 -4.503260 -3.370261
H 5.480340 -3.102411 0.882957
H 5.066174 -1.970410 2.135725
H 1.581955 -2.958110 -5.043476
H -0.270749 -1.771765 -6.196723
H -1.681328 -0.185789 -4.864356
H -1.244508 0.051489 -2.455794
F 0.317611 -3.079396 -0.106021
C 2.033997 -3.869547 3.282005
C 0.679202 -3.963383 3.968533
C -0.497336 -3.839447 3.007589
S -1.073050 -2.223108 2.479157
O 0.187477 -1.463589 1.944553
C -1.392395 -1.369374 4.021493
C -2.789544 -1.690812 4.545608
C -3.895964 -1.257518 3.591086
H 2.834460 -4.049982 3.998331
H 2.186592 -2.886839 2.840905
H 2.120874 -4.613460 2.488634
H 0.611446 -3.224269 4.768815
H 0.576396 -4.936821 4.454053
H -1.414788 -4.274044 3.414404
H -0.292937 -4.349068 2.063383
H -1.315836 -0.322101 3.728316
H -0.598333 -1.604474 4.728594
H -2.892711 -1.162323 5.495535
H -2.873726 -2.755394 4.779750
H -3.770061 -0.212620 3.305510
H -4.871284 -1.364199 4.062941
H -3.905308 -1.848886 2.675677

Atoms 1-3, force components in eV/Å:
0.57 -1.27 0.00
0.02 -0.06 -0.04
0.03 0.01 0.12

Charge: +1
HOMO energy (eV): -10.725
Orbital gap (eV): 7.2
LUMO energy (eV): -3.52

Löwdin population analysis, charges in e, atoms 1 to 5: Ta 1.5564; C -0.0095; C -0.2936; N 0.0825; N -0.0399

---

[2]
Computed, not measured: a molecular structure, C30H38As2BBrEuF6IN7OS2, with the ωB97M-V functional and the def2-TZVPD basis.

Element x y z (Å)
Eu -6.257151 10.687108 14.540434
C -2.701975 4.795489 15.464702
N -2.378183 6.150027 15.890032
C -1.183710 6.850269 15.824453
C -1.418185 8.049432 16.378417
N -2.839948 8.216409 16.652366
B -3.665461 9.533911 16.798697
N -4.329320 9.865933 18.200896
C -4.081048 9.183848 19.407409
C -5.057281 9.474099 20.309218
N -5.806465 10.539159 19.736444
C -6.882112 11.293742 20.443245
C -5.399407 10.702869 18.400332
S -6.115605 11.800792 17.350378
C -3.341363 7.004072 16.309692
S -4.791249 6.255956 17.019599
H -3.011856 4.171975 16.293057
H -1.749840 4.359248 14.990917
H -3.541490 4.807397 14.775119
H -0.259855 6.429798 15.451979
H -0.714242 8.822858 16.638383
H -4.713740 9.363881 16.179352
H -3.085376 10.508455 16.330305
H -3.217567 8.528702 19.610633
H -5.261770 9.031517 21.289022
H -7.071788 10.848436 21.434374
H -7.780799 11.152521 19.848647
H -6.614624 12.328088 20.499670
C -10.520334 13.894610 15.001407
As -9.809161 12.045247 14.881952
C -10.349589 11.514614 16.730349
C -11.432797 11.304355 13.896062
C -12.684698 11.396217 14.504291
C -13.819393 11.031494 13.732456
C -13.713808 10.468170 12.476990
C -12.413413 10.341449 11.896884
C -11.257526 10.839042 12.582256
As -9.599299 11.117985 11.516912
C -10.357775 11.290447 9.670647
C -9.139725 9.149007 11.530486
H -11.394823 13.930435 14.351060
H -9.624866 14.486630 14.704422
H -10.790650 14.086878 16.014318
H -10.940765 12.241828 17.279071
H -9.438499 11.343993 17.333825
H -10.971830 10.578007 16.803709
H -12.699478 11.758126 15.556377
H -14.840904 10.977738 14.156517
H -14.599645 10.102018 11.959957
H -12.257561 9.885178 10.914974
H -10.283408 10.259930 9.261912
H -9.684463 11.961376 9.065390
H -11.338629 11.628003 9.845116
H -9.904439 8.674857 12.185399
H -8.112850 9.003370 11.766447
H -9.268406 8.792351 10.496106
I -3.801800 15.567319 10.688283
C -5.271486 14.804745 11.922105
C -5.797377 15.337754 13.105595
N -6.506426 14.321965 13.716472
N -6.497561 13.196032 12.997225
C -5.762680 13.463070 11.909997
H -5.876897 16.329499 13.516338
H -7.032445 14.398679 14.593692
H -5.711370 12.736825 11.126246
Br -0.533556 12.832695 12.576225
C -2.048870 11.672391 12.473916
C -2.218164 10.844793 11.334524
C -3.192210 9.838666 11.457974
C -3.885386 9.666809 12.662901
N -3.886936 10.635679 13.563378
C -2.938622 11.628360 13.561847
H -1.607798 10.915888 10.457122
H -3.417939 9.141227 10.633673
H -4.408859 8.738434 12.835218
H -2.750326 12.187799 14.462692
C -7.249349 6.393549 14.747561
C -7.227562 7.633568 15.668306
O -6.429580 8.670020 15.174954
C -8.683595 8.171065 15.794478
F -9.688932 7.370698 16.096737
F -8.693647 9.227044 16.602357
F -9.027152 8.650314 14.525687
C -6.570311 7.231318 17.007977
F -7.392937 6.302006 17.639182
F -4.370830 6.597084 18.560011
F -6.333960 8.304746 17.745215
H -7.699262 6.651672 13.736653
H -7.894184 5.526720 15.117456
H -6.218643 6.086418 14.574901

Atoms 1-3, force components in eV/Å:
0.01 1.07 0.74
2.25 0.26 -0.60
0.19 -1.51 -1.56

HOMO energy (spin up / spin down) (eV): -4.167 / -4.172
Orbital gap (spin up / spin down) (eV): 3.9 / 3.9
Spin multiplicity: 8
ΔE to the lowest compared entry with this formula, charge and spin (kJ/mol): 695.8
LUMO energy (spin up / spin down) (eV): -0.24 / -0.24

Löwdin population analysis, charges in e, atoms 1 to 5: Eu 1.3527; C -0.0765; N -0.1700; C -0.0803; C -0.0557

---

[3]
Computed, not measured: a molecular structure, C30H38Br5CuN2O2Si, with the ωB97M-V functional and the def2-TZVPD basis.

Element x y z (Å)
Cu 0.258210 2.905876 0.705480
Br 4.540651 7.670822 -1.714083
C 3.831415 6.057627 -1.026587
C 4.650873 4.987487 -0.718440
Br 6.518586 5.089093 -0.989119
C 4.088173 3.801191 -0.212594
Br 5.128649 2.279736 0.220769
C 2.722703 3.677594 -0.014714
O 2.128707 2.585680 0.409198
C 1.883338 4.791199 -0.304590
O 0.597824 4.648461 -0.059441
C 2.445274 5.947554 -0.816211
Br 1.237282 7.350714 -1.212304
C -2.386890 2.474572 -0.996017
N -1.622043 2.260577 0.229144
C -2.109604 1.514632 1.154371
C -1.339228 1.295268 2.344183
C -1.564285 0.575980 3.510831
C -0.397218 0.721837 4.277551
C 0.469229 1.525372 3.526062
N -0.102747 1.886418 2.368105
C -3.103532 3.806925 -1.009345
C -4.483889 3.848943 -1.147689
C -5.159934 5.065019 -1.160860
C -4.449832 6.246992 -1.031109
C -3.065241 6.209814 -0.894770
C -2.389022 4.999939 -0.884900
H -3.111072 1.664201 -1.128457
H -1.692480 2.425432 -1.837750
H -3.086011 1.041513 1.028733
H -2.456560 0.023687 3.764686
H -0.198514 0.302204 5.251620
H 1.465181 1.859460 3.776206
H -5.037838 2.920771 -1.239986
H -6.237909 5.082502 -1.264576
H -4.970548 7.196738 -1.036701
H -2.500618 7.128197 -0.792854
H -1.309662 4.996401 -0.772399
C 2.085945 -4.911216 -1.418895
C 1.938505 -3.379257 -1.412480
C 1.879254 -2.892229 -2.871089
C 3.224463 -2.775133 -0.826203
Si 0.414386 -2.832453 -0.396096
Br 0.087983 -0.690582 -0.976859
C 0.733933 -2.801590 1.482224
C 1.600315 -1.599982 1.909552
C 1.420420 -4.098206 1.949528
C -0.588225 -2.678320 2.245625
C -1.183954 -3.774549 -0.876029
C -1.272505 -3.945217 -2.400534
C -2.457659 -3.015643 -0.463264
C -1.232776 -5.170313 -0.230433
H 3.029536 -5.170657 -1.913141
H 1.286714 -5.407520 -1.969443
H 2.117557 -5.342091 -0.415847
H 2.778537 -3.250491 -3.385987
H 1.871018 -1.804519 -2.929753
H 1.017030 -3.262085 -3.421111
H 4.061835 -3.057579 -1.474898
H 3.453812 -3.133801 0.175416
H 3.183975 -1.684597 -0.795873
H 2.596381 -1.602490 1.472141
H 1.715583 -1.635252 2.998196
H 1.131392 -0.645912 1.669817
H 2.421250 -4.222794 1.535941
H 0.847343 -4.995886 1.706752
H 1.524285 -4.065035 3.040114
H -1.151672 -1.797884 1.943869
H -0.362757 -2.561874 3.310772
H -1.219225 -3.562530 2.137304
H -1.230052 -2.985988 -2.921079
H -2.233593 -4.414515 -2.641874
H -0.490128 -4.586142 -2.804077
H -2.478598 -2.004529 -0.872290
H -2.588285 -2.943922 0.612894
H -3.321480 -3.559138 -0.864806
H -0.384755 -5.800127 -0.501182
H -2.141358 -5.684773 -0.566067
H -1.275839 -5.119594 0.857747

Atoms 1-3, force components in eV/Å:
0.32 -0.10 0.22
0.04 -0.01 0.00
-0.18 0.05 0.03

Charge: -1
HOMO energy (spin up / spin down) (eV): -4.434 / -4.447
Orbital gap (spin up / spin down) (eV): 6.6 / 6.6
Spin multiplicity: 2
LUMO energy (spin up / spin down) (eV): 2.19 / 2.19

natural (NBO) population analysis, charges in e, atoms 1 to 5: Cu 1.4366; Br 0.0522; C -0.1585; C -0.1733; Br 0.0539

---

Number 1: strongest force on any atom 1.39 eV Å⁻¹. Number 2: strongest force on any atom 7.73 eV Å⁻¹. Number 3: strongest force on any atom 0.59 eV Å⁻¹.